(1)
Here is a molecular structure, C45H59Cl3N7O3PW from the OMol25 dataset. Energies are from ωB97M-V/def2-TZVPD.

```
119
Properties=species:S:1:pos:R:3:forces:R:3
W 0.319258 -0.864242 -0.467781 -0.057 -0.825 0.430
C -4.953449 3.232570 2.539790 0.008 0.005 0.013
C -3.986264 2.416332 3.411218 0.007 -0.007 -0.003
C -3.312053 3.352144 4.413792 0.005 -0.021 -0.010
C -4.763650 1.333709 4.175303 -0.010 0.013 0.009
C -2.980824 1.725749 2.505675 -0.092 -0.046 -0.086
C -3.408334 0.871874 1.490038 0.019 0.043 0.090
C -2.496196 0.252187 0.666678 0.090 -0.066 0.082
N -1.169110 0.395639 0.801973 -0.156 0.345 0.055
C -0.738564 1.216754 1.778999 -0.320 -0.089 -0.062
C -1.605466 1.889015 2.627910 0.121 -0.098 -0.074
C 0.718643 1.282128 1.894526 0.323 -0.053 0.002
C 1.385651 2.125867 2.766878 -0.074 -0.081 -0.066
C 2.770462 2.083634 2.881795 0.073 -0.043 -0.037
C 3.424524 1.148677 2.078685 0.008 0.052 0.031
C 2.704534 0.352156 1.217628 -0.056 -0.023 -0.039
N 1.370903 0.410180 1.102519 -0.026 0.219 0.163
C 3.490485 3.004926 3.852905 0.015 0.007 0.003
C 5.008615 2.857712 3.760570 -0.007 0.007 0.016
C 3.039877 2.653308 5.279319 0.007 0.001 0.001
C 3.111820 4.459780 3.535976 0.003 -0.005 -0.001
H -5.667488 3.753186 3.177828 -0.009 -0.004 0.003
H -5.522114 2.598043 1.859700 -0.003 -0.006 -0.016
H -4.419217 3.981045 1.951482 0.004 0.010 -0.001
H -4.076220 3.853191 5.006443 -0.006 -0.004 0.013
H -2.724911 4.127587 3.917325 -0.004 0.014 -0.006
H -2.667366 2.809138 5.107907 0.014 -0.004 -0.002
H -5.482313 1.805125 4.845770 -0.010 0.002 0.003
H -4.092884 0.717377 4.776134 0.005 0.000 0.013
H -5.315980 0.679090 3.500887 -0.003 -0.013 -0.009
H -4.458850 0.682638 1.318986 -0.013 0.010 -0.008
H -2.835755 -0.380854 -0.140093 0.013 -0.034 0.014
H -1.205238 2.520381 3.404699 0.018 0.013 -0.003
H 0.818350 2.820420 3.367146 -0.015 0.007 0.014
H 4.496869 1.030707 2.112954 0.011 0.007 0.002
H 3.203585 -0.376711 0.595584 0.000 0.003 -0.001
H 5.336239 1.844446 3.997557 0.005 -0.011 0.008
H 5.478148 3.525062 4.482441 -0.001 0.010 -0.005
H 5.383249 3.127677 2.771463 0.004 -0.005 -0.014
H 3.344235 1.641167 5.549355 -0.010 -0.013 0.000
H 1.957896 2.728102 5.394376 -0.009 0.012 0.007
H 3.497839 3.345104 5.986321 0.012 -0.004 0.006
H 3.359402 4.717326 2.504918 0.007 0.006 -0.009
H 3.666122 5.129999 4.192673 0.000 0.001 0.010
H 2.050404 4.652538 3.693972 -0.017 -0.002 -0.009
Cl -1.848165 -2.436023 -3.775148 -0.017 -0.028 -0.312
C -3.293701 -3.479952 -3.791217 -0.036 0.065 0.092
Cl -4.496673 -2.912113 -4.940393 -0.019 -0.009 -0.006
H -3.707360 -3.448736 -2.788670 -0.004 -0.004 -0.028
H -2.969503 -4.474041 -4.074876 -0.006 0.005 -0.015
Cl -2.732274 -2.322804 2.976599 0.041 0.037 0.095
C -2.657107 -3.431651 1.574765 0.050 0.038 -0.134
C -2.212051 -2.666635 0.335185 -0.056 -0.077 -0.214
O -2.958530 -2.552694 -0.617034 -0.108 0.104 0.121
O -0.999121 -2.195791 0.393855 -0.016 0.217 0.229
H -3.657100 -3.823317 1.426339 0.033 -0.017 -0.041
H -1.956957 -4.230529 1.809612 0.013 0.021 -0.001
C 4.094511 -1.992159 -4.450116 0.023 0.009 -0.032
C 2.778408 -2.082039 -4.877939 -0.022 -0.005 -0.016
C 1.748366 -2.196125 -3.953193 0.073 -0.019 0.071
C 2.027233 -2.197066 -2.592165 -0.178 0.018 -0.317
C 3.348850 -2.095176 -2.163321 -0.069 -0.098 -0.014
C 4.376075 -2.008245 -3.090459 0.017 -0.014 0.042
N 0.945820 -2.354105 -1.649334 0.029 0.522 0.047
C 0.719854 -3.751814 -1.379380 -0.072 -0.313 0.048
C -0.566062 -4.276670 -1.445173 0.084 -0.013 -0.036
C -0.804806 -5.617086 -1.180532 -0.009 0.015 -0.002
C 0.239796 -6.469519 -0.862494 0.029 -0.030 -0.001
C 1.530567 -5.963060 -0.826467 0.008 -0.028 0.010
C 1.773201 -4.622173 -1.084193 -0.066 0.092 0.019
H 4.898674 -1.935517 -5.171373 0.006 0.000 -0.008
H 2.552310 -2.092193 -5.936102 -0.001 0.002 -0.009
H 0.723363 -2.314530 -4.279021 0.043 -0.019 -0.015
H 3.561998 -2.111885 -1.099890 -0.005 0.007 0.004
H 5.404181 -1.967947 -2.751015 0.003 -0.011 -0.007
H -1.383675 -3.630733 -1.720221 0.179 -0.112 0.088
H -1.817043 -5.996926 -1.244710 -0.014 -0.017 0.004
H 0.056749 -7.518463 -0.673875 0.003 -0.005 0.012
H 2.364386 -6.618855 -0.609838 -0.001 -0.012 -0.006
H 2.794633 -4.271113 -1.069267 0.024 0.074 -0.020
C -0.559041 2.396212 -1.630564 -0.013 -0.030 -0.064
P -0.967984 0.710076 -2.233735 0.102 0.142 0.065
C -0.223036 0.670094 -3.897821 -0.048 0.012 0.017
C -2.744861 0.960324 -2.614350 0.036 -0.106 -0.005
C -3.565310 1.685143 -1.747649 0.030 0.116 -0.040
C -4.885193 1.949069 -2.071408 -0.016 0.000 0.025
C -5.409925 1.504659 -3.275401 -0.009 -0.006 -0.016
C -4.600159 0.806983 -4.155845 -0.014 -0.010 0.001
C -3.279477 0.537448 -3.831531 -0.003 -0.063 0.066
H -1.191720 2.646543 -0.781582 0.010 -0.005 0.009
H -0.756130 3.118883 -2.423774 0.000 0.001 0.009
H 0.475252 2.469554 -1.304067 0.031 -0.012 -0.011
H -0.577660 1.535763 -4.458639 0.008 -0.007 -0.002
H -0.516328 -0.233731 -4.426200 -0.010 -0.001 0.006
H 0.862317 0.677558 -3.842536 -0.031 -0.012 0.009
H -3.183119 2.080009 -0.818089 -0.015 0.024 -0.061
H -5.500399 2.516383 -1.385309 -0.003 0.013 0.002
H -6.439573 1.713799 -3.531454 -0.008 0.000 0.000
H -4.992596 0.464518 -5.103336 0.000 -0.004 -0.008
H -2.684067 -0.013966 -4.540502 0.026 -0.002 -0.024
C 4.863289 1.314023 -2.704452 0.030 -0.026 0.003
N 3.451872 1.704903 -2.615222 0.050 0.124 -0.033
C 3.009661 2.873201 -3.388804 0.015 0.004 -0.037
C 2.580386 0.956676 -2.018654 -0.188 -0.165 0.060
N 1.774159 0.309855 -1.491163 0.319 0.190 -0.032
H 5.479649 2.124124 -2.316943 -0.008 0.000 -0.007
H 5.124301 1.115094 -3.743898 -0.009 -0.020 0.013
H 5.025968 0.411354 -2.123753 0.013 0.034 0.009
H 3.774333 3.643027 -3.305875 -0.016 0.001 0.019
H 2.078593 3.258515 -2.982160 -0.035 -0.006 -0.001
H 2.874741 2.611919 -4.438800 0.019 -0.006 0.002
N 2.165002 -3.815214 2.285116 0.114 0.063 0.015
C 1.434969 -2.730495 1.993475 -0.098 -0.077 -0.020
N 0.588168 -2.252272 2.925317 0.007 0.038 0.063
O 1.592913 -2.171185 0.883735 -0.008 0.103 -0.218
H 2.088245 -4.302934 3.159559 -0.021 -0.019 -0.009
H 2.714208 -4.219611 1.545617 -0.012 -0.008 0.019
H 0.349881 -2.822927 3.719874 -0.011 -0.012 0.012
H -0.165076 -1.677623 2.581638 -0.068 0.006 -0.015
```
Forces are in eV/Å.

Computed properties:
**Calculated total energy**: -112869.6113 eV
**HOMO-LUMO gap (spin up / spin down)**: 7.18 / 6.81 eV
**Energy above the lowest of the compared OMol25 structures with the same formula, charge and spin**: 0.000 eV
**E_LUMO (spin up / spin down)**: -5.22 / -5.85 eV
**Charge**: +2
**F_max**: 0.01813 hartree/bohr
**Multiplicity**: 3

=====

(2)
Here is a molecular structure, C45H60BBaN10OPS2Sb from the OMol25 dataset. Energies are from ωB97M-V/def2-TZVPD.

```
122
Properties=species:S:1:pos:R:3:forces:R:3
Ba -0.923615 0.059371 1.060455 0.170 0.059 -0.082
C 1.983826 -1.542103 4.995168 -0.672 0.030 -0.769
C 0.978085 -1.760997 4.022353 0.189 -1.071 -0.652
N 0.595743 -0.609075 3.469331 -0.141 -0.565 -0.101
N 1.304556 0.330026 4.095918 -0.579 2.298 -0.986
C 2.153330 -0.174479 4.973173 -0.040 -0.519 0.884
B 0.968707 1.851675 3.912791 -0.641 0.075 -0.064
N -0.597742 2.087552 4.054447 1.247 -0.311 0.493
C -1.087664 2.710871 5.139627 0.519 0.261 -0.691
C -2.431301 2.831147 4.980385 -1.048 0.466 0.307
C -2.699275 2.227611 3.747343 0.219 0.843 0.327
N -1.584144 1.782088 3.165547 0.297 0.226 0.818
N 1.336875 2.461646 2.549801 0.377 0.198 -1.309
C 2.007616 3.612495 2.380385 -0.127 -0.651 -0.357
C 2.068167 3.927494 1.025544 -0.213 0.828 1.050
C 1.290930 2.952033 0.430667 0.189 -0.955 1.077
N 0.889526 2.035443 1.328483 0.095 0.405 0.303
H 2.463535 -2.234768 5.637250 0.295 -0.500 0.253
H 0.561311 -2.703910 3.579364 0.452 0.907 0.887
H 2.720276 0.483487 5.603583 0.241 0.001 0.020
H 1.531004 2.521470 4.779120 -0.299 -0.530 -0.434
H -0.439106 3.216841 5.836310 0.075 -0.461 0.191
H -3.064193 3.405234 5.651552 -0.132 -0.402 -0.353
H -3.623836 2.279772 3.228531 -0.619 -0.431 -0.429
H 2.318629 4.100988 3.265441 0.623 0.575 0.415
H 2.499470 4.836854 0.633902 -0.040 -0.232 -0.210
H 0.994984 2.830899 -0.575337 -0.116 -0.088 -0.861
N -0.798121 -2.537969 -1.777735 0.327 -0.360 0.910
C -1.438700 -1.431900 -2.220705 0.943 0.857 -0.217
N -1.200012 -0.220217 -1.749306 -0.769 -0.390 0.060
C -1.912906 0.736924 -2.472777 0.136 0.228 -0.508
C -2.596693 0.244292 -3.554046 -0.009 0.204 0.689
S -2.386327 -1.466882 -3.634345 -0.523 -0.057 -0.375
C -1.841523 2.158857 -1.996228 -0.264 -1.988 -0.287
C -1.976887 3.253221 -2.739796 -0.276 0.711 -1.306
S -2.024943 4.650556 -1.730594 0.104 0.069 0.302
C -1.802823 3.631897 -0.331471 0.437 -0.871 -1.183
N -1.711086 2.340827 -0.652566 -0.146 0.874 1.555
N -1.637671 4.099786 0.908310 -0.301 0.511 0.162
H -0.387887 -2.541608 -0.843509 -0.118 0.155 -0.470
H -1.034639 -3.448105 -2.120704 -0.247 -0.074 -0.218
H -3.333802 0.681518 -4.219637 0.405 0.245 0.203
H -2.085842 3.307181 -3.824574 0.060 0.079 0.509
H -1.569353 5.081133 1.135576 -0.061 -0.291 -0.253
H -1.473543 3.430571 1.633920 0.137 -0.274 0.433
O 0.960672 -2.144666 0.517250 0.562 -0.142 0.541
H 1.432040 -2.149262 1.370843 -0.383 0.141 -0.041
H 1.644721 -2.524304 -0.058426 -0.037 0.177 -0.345
C 4.726626 -0.310602 -4.650111 -0.897 -0.858 -0.251
C 5.373587 0.636431 -3.760940 1.027 2.321 1.022
C 6.582671 1.239135 -4.143946 0.603 -0.132 -0.053
C 7.161533 2.281508 -3.427852 -0.226 -0.195 0.054
C 6.565431 2.686073 -2.226978 1.945 0.422 -0.568
C 5.435308 2.076402 -1.802877 -1.158 0.679 0.859
C 4.780689 1.164476 -2.605967 -0.162 -1.098 -0.174
Sb 2.886779 0.509628 -1.967847 -0.008 0.547 1.659
C 1.851252 0.931175 -3.742244 -0.227 -0.639 0.208
C 1.016027 0.021823 -4.356709 -1.067 0.858 -1.328
C 0.261309 0.441044 -5.487752 0.911 -0.567 0.701
C 0.377433 1.710237 -6.017648 0.521 -1.030 0.138
C 1.153833 2.592451 -5.302968 -0.760 1.749 -0.569
C 1.818953 2.256227 -4.161489 0.703 0.955 0.472
C 2.408929 3.417961 -3.377469 0.578 1.365 -1.077
C 3.428015 -1.542073 -1.752568 0.536 0.982 0.192
C 3.057267 -2.474415 -2.669600 -0.637 -2.061 0.423
C 3.211456 -3.848489 -2.336089 0.091 0.453 -0.681
C 3.810202 -4.240419 -1.140956 -1.020 -1.156 -0.387
C 4.187283 -3.265422 -0.253346 1.190 0.919 0.832
C 4.098711 -1.915383 -0.574202 -1.056 0.330 0.647
C 4.530018 -0.899146 0.462053 -0.076 0.532 -0.284
H 5.463123 -1.038541 -5.007874 -0.434 0.026 -0.223
H 4.258957 0.261444 -5.449161 0.168 -0.209 -0.495
H 3.883629 -0.794252 -4.140896 0.632 -0.139 -0.419
H 7.137806 0.860022 -5.006129 -0.373 0.110 0.038
H 8.073603 2.747162 -3.811277 -0.297 -0.158 0.287
H 7.049423 3.421441 -1.595625 -0.019 0.108 -0.123
H 5.004369 2.438921 -0.853118 -0.004 -0.411 -0.506
H 0.873611 -0.963907 -3.947310 0.018 -0.296 -0.120
H -0.357541 -0.246248 -6.005396 -0.500 -0.774 -0.261
H -0.027325 1.894749 -6.999394 -0.350 0.455 0.094
H 1.138045 3.666368 -5.519810 0.118 -0.412 -0.414
H 1.827223 4.398061 -3.561463 0.793 -1.645 0.294
H 3.495414 3.655418 -3.584136 -1.092 -0.439 -0.036
H 2.372763 3.179338 -2.342401 -0.085 0.100 1.111
H 2.538114 -2.126760 -3.558620 0.114 -0.623 -0.059
H 2.865353 -4.607054 -3.025761 0.029 -0.016 -0.074
H 3.856344 -5.319296 -0.866681 0.099 0.996 -0.330
H 4.642509 -3.454460 0.724609 -0.162 -0.461 -0.400
H 5.193019 -0.152118 0.026201 -0.082 0.154 -0.170
H 5.115998 -1.350380 1.234321 0.320 -0.547 0.513
H 3.720899 -0.347114 0.976273 0.038 -0.276 -0.461
C -2.130440 -3.818733 1.617519 0.370 -1.400 -0.509
C -3.268319 -3.279034 2.459999 0.104 0.828 0.445
C -4.342007 -4.327000 2.643547 -0.933 -0.950 -0.759
P -3.842401 -1.557253 1.820282 0.372 -1.234 0.593
C -4.910503 -0.942807 3.193105 -0.718 0.005 0.876
C -6.223215 -1.645693 3.668765 -0.345 -0.802 -1.392
C -4.064782 -0.704091 4.489396 -0.805 -0.267 -0.015
C -4.847745 -1.857078 0.269931 0.700 0.084 0.107
C -6.252559 -2.388571 0.359694 -0.008 1.531 0.504
C -4.832442 -0.547989 -0.541484 -0.456 -0.443 0.537
H -1.954324 -4.902689 1.881508 -0.025 1.085 -0.065
H -1.196628 -3.288112 1.827105 -0.035 0.029 -0.358
H -2.337841 -3.868436 0.526590 0.103 0.385 0.498
H -2.797603 -3.054733 3.449220 -0.520 -0.013 -0.552
H -5.018464 -4.406131 1.748886 0.368 0.339 1.059
H -4.884740 -4.266768 3.587534 -0.334 0.465 -0.327
H -3.939809 -5.340291 2.679881 0.537 0.006 0.058
H -5.222819 0.045439 2.842259 0.088 0.115 -0.091
H -6.013888 -2.475235 4.318157 0.386 -0.384 0.416
H -6.925224 -2.098060 2.903335 1.001 0.891 0.555
H -6.791747 -0.949467 4.261726 -0.251 0.408 0.162
H -3.739520 -1.650030 4.961193 -0.362 0.350 -0.214
H -4.707476 -0.141408 5.206936 0.526 -0.477 -0.376
H -3.181508 -0.118228 4.312543 0.383 0.253 -0.144
H -4.236129 -2.589194 -0.294908 0.013 0.275 0.220
H -6.844803 -1.539487 0.743344 -0.245 -0.713 0.033
H -6.342132 -3.265628 0.953890 -0.319 -0.488 0.531
H -6.586880 -2.595222 -0.626710 -0.485 -0.266 -0.959
H -5.428416 0.281560 -0.136584 0.004 -0.391 0.210
H -5.197691 -0.756462 -1.529485 -0.164 0.025 -0.632
H -3.826961 -0.216122 -0.596669 1.012 0.577 -0.379
```
Forces are in eV/Å.

Computed properties:
**Calculated total energy**: -103453.4289 eV
**HOMO-LUMO gap**: 8.08 eV
**Energy above the lowest of the compared OMol25 structures with the same formula, charge and spin**: 1.521 eV
**E_LUMO**: -1.81 eV
**Charge**: +1
**F_max**: 0.05320 hartree/bohr
**Multiplicity**: 1